# 1
The following is a DFT calculation (wB97M-V/def2-TZVPD) of a structure of composition C5H6O at a distorted geometry.

## Properties
Relative energy (zero: lowest compared OMol25 entry of this formula, charge and spin) ... 2.8290 eV
Maximum force ... 0.13628 hartree/bohr
HOMO energy ... -8.01 eV

CARTESIAN COORDINATES (ANGSTROEM)
C -1.7512 -0.2735 0.0611
C -0.4199 -0.0194 -0.4156
C 0.4243 1.0466 -0.2120
C 1.6472 0.4231 -0.0181
C 1.3939 -0.9098 -0.0639
O 0.1533 -1.2217 -0.4789
H -1.4674 0.5436 1.0183
H -2.2439 -1.0382 0.6671
H -2.5407 0.1689 -0.5385
H 0.2105 2.1042 -0.1265
H 2.5645 0.9402 0.1911
H 2.0295 -1.7641 -0.0842



# 2
The following is a DFT calculation (wB97M-V/def2-TZVPD) of a structure of composition C4H3NO2 at a distorted geometry.

## Properties
Relative energy (zero: lowest compared OMol25 entry of this formula, charge and spin) ... 8.2875 eV
Maximum force ... 0.08114 hartree/bohr
HOMO energy (spin up / spin down) ... -8.25 / -9.12 eV

CARTESIAN COORDINATES (ANGSTROEM)
C 0.6080 0.1497 -0.4105
C 0.8515 -1.1126 -0.7468
C 1.7899 0.6257 -0.8367
C -0.5912 0.7578 0.5391
N -0.9554 -1.5505 0.5676
O 2.8152 0.9049 -1.3609
O -1.5498 -0.3078 0.3611
H -0.2368 1.1392 1.5607
H -1.1302 1.6694 0.1295
H -1.6013 -2.2758 0.1970



# 3
The following is a DFT calculation (wB97M-V/def2-TZVPD) of a cluster of 2 separate species, C7H11N4S in total at a distorted geometry.

## Properties
Relative energy (zero: lowest compared OMol25 entry of this formula, charge and spin) ... 0.1696 eV
Charge ... -1
Maximum force ... 0.08699 hartree/bohr
HOMO energy ... -3.25 eV

CARTESIAN COORDINATES (ANGSTROEM)
C -3.3468 -0.6272 0.1202
C 1.3223 -0.9602 -0.8088
C 0.0782 -1.6980 -1.0236
C 0.0050 -0.2372 -0.9644
C -0.3719 2.0362 0.0575
C -0.4778 -0.0808 1.4217
C -0.5238 0.5322 0.1556
N -3.0639 1.2261 -0.9687
N -4.5467 -0.1971 -0.2537
N -4.2971 0.9947 -0.8630
N -2.4422 0.2669 -0.3831
S -2.9285 -2.0010 1.0936
H 1.8592 -1.1876 0.2327
H 1.9967 -0.7330 -1.6371
H -0.1246 -2.1983 -2.0396
H -0.3565 -2.2790 -0.2934
H -0.0428 0.2642 -1.9630
H -0.2039 2.4312 -0.9171
H 0.5181 2.4228 0.6565
H -1.2144 2.5347 0.4896
H 0.3700 -0.5776 1.7699
H -0.9370 0.4721 2.2566
H -1.1092 -1.0183 1.4875



# 4
The following is a DFT calculation (wB97M-V/def2-TZVPD) of a structure of composition C26H31O4SSbV.

## Properties
⟨S²⟩ ... 0.808
Relative energy (zero: lowest compared OMol25 entry of this formula, charge and spin) ... 0.0000 eV
Charge ... +4
Maximum force ... 0.01070 hartree/bohr
HOMO energy (spin up / spin down) ... -19.63 / -19.64 eV
Multiplicity ... 2

CARTESIAN COORDINATES (ANGSTROEM)
V 2.4509 -1.1172 -0.2507
C 4.2448 -1.4178 2.0534
C 4.3009 0.0477 1.6351
O 3.9380 0.0472 0.2186
C 4.4227 0.8968 -0.8681
C 4.4559 -0.0152 -2.0894
O 3.2623 -0.8847 -2.0442
C 3.3547 -2.1110 -2.8628
C 2.3380 -3.1178 -2.3327
O 2.3705 -2.9622 -0.8796
C 2.2170 -3.9699 0.1679
C 3.1420 -3.5182 1.2951
O 3.0885 -2.0443 1.3800
H 4.1186 -1.5177 3.1303
H 5.1363 -1.9553 1.7305
H 5.3095 0.4406 1.7585
H 3.5882 0.6796 2.1615
H 5.4228 1.2609 -0.6356
H 3.7353 1.7348 -0.9673
H 5.3305 -0.6656 -2.0728
H 4.4358 0.5597 -3.0139
H 4.3726 -2.4885 -2.7675
H 3.1482 -1.8551 -3.9008
H 2.6289 -4.1327 -2.6014
H 1.3196 -2.9240 -2.6643
H 2.5265 -4.9437 -0.2099
H 1.1665 -3.9982 0.4507
H 4.1768 -3.7930 1.0916
H 2.8276 -3.9342 2.2509
S 0.6613 -0.2352 -0.0535
Sb -2.5126 1.1082 0.3138
C -3.0738 -0.0153 1.9239
C -2.5971 0.3276 3.2011
C -3.0897 -0.3575 4.2941
C -4.0397 -1.3630 4.1175
C -4.4834 -1.7193 2.8464
C -3.9946 -1.0605 1.7340
C -1.9400 3.0422 0.6122
C -1.5548 3.8144 -0.4978
C -1.3869 5.1736 -0.3228
C -1.6056 5.7506 0.9279
C -1.9971 4.9792 2.0193
C -2.1590 3.6134 1.8791
C -3.1523 0.6226 -1.5802
C -2.4164 1.0253 -2.7010
C -2.9813 0.8558 -3.9514
C -4.2590 0.3137 -4.0770
C -4.9819 -0.0758 -2.9569
C -4.4332 0.0634 -1.6913
H -1.8606 1.1069 3.3439
H -2.7465 -0.1050 5.2884
H -4.4332 -1.8809 4.9829
H -5.2120 -2.5097 2.7264
H -4.3253 -1.3586 0.7500
H -1.4202 3.3805 -1.4783
H -1.1072 5.7924 -1.1648
H -1.4840 6.8195 1.0488
H -2.1905 5.4448 2.9764
H -2.4945 3.0300 2.7240
H -1.4260 1.4521 -2.6103
H -2.4349 1.1606 -4.8340
H -4.6962 0.2017 -5.0606
H -5.9791 -0.4814 -3.0637
H -5.0224 -0.2169 -0.8302



# 5
The following is a DFT calculation (wB97M-V/def2-TZVPD) of a structure of composition C3H7I2N2O2P at a distorted geometry.

## Properties
Relative energy (zero: lowest compared OMol25 entry of this formula, charge and spin) ... 1.3304 eV
Maximum force ... 0.08458 hartree/bohr
HOMO energy ... -9.15 eV

CARTESIAN COORDINATES (ANGSTROEM)
C 0.9878 -1.5995 2.0452
C -0.3388 -2.2683 1.8269
C 1.5163 0.6364 -0.7126
N -1.3720 -1.6839 2.2671
N 1.8890 1.9552 -0.6751
O 2.1268 -1.9895 1.9957
O -0.2432 -1.3770 -0.3516
P -0.1728 0.0611 -0.7114
I 0.5711 0.5330 2.5462
I 1.9989 -0.6052 -2.9396
H -0.1923 -3.1858 1.2079
H 2.0713 0.0760 -0.0246
H -2.2364 -2.1626 2.1418
H 2.8439 2.2334 -0.9934
H 1.1304 2.5861 -1.0714
H -0.6542 0.4011 -2.1051
H -1.0225 0.8498 -0.1139



# 6
The following is a DFT calculation (wB97M-V/def2-TZVPD) of a cluster of 2 separate species, C2H6NO3 in total at a distorted geometry.

## Properties
Relative energy (zero: lowest compared OMol25 entry of this formula, charge and spin) ... 0.8738 eV
Charge ... -1
Maximum force ... 0.06323 hartree/bohr
HOMO energy ... -4.62 eV

CARTESIAN COORDINATES (ANGSTROEM)
N -1.5741 -1.2738 1.1637
C -0.3379 -0.7053 0.6282
O -0.1327 -1.0029 -0.7318
H -2.3962 -0.8984 0.7205
H -1.6118 -2.2889 1.0787
H -0.4167 0.3903 0.6665
H 0.4819 -1.1468 1.2373
H 0.5787 -0.3350 -1.0814
O 1.6165 0.6920 -1.4292
C 1.3793 1.8380 -0.9056
O 0.6592 2.0669 0.0970
H 1.7539 2.6640 -1.4439



# 7
The following is a DFT calculation (wB97M-V/def2-TZVPD) of the molecule C4H5NO.

## Properties
Relative energy (zero: lowest compared OMol25 entry of this formula, charge and spin) ... 3.7903 eV
Maximum force ... 0.01029 hartree/bohr
HOMO energy ... -7.95 eV

CARTESIAN COORDINATES (ANGSTROEM)
O 1.9563 0.7360 0.0590
C 0.7128 0.1924 0.0166
C 0.2022 -1.0423 0.0186
C -1.2571 -0.9426 -0.1110
C -1.7692 0.3080 -0.2682
N -0.3896 1.1228 -0.0405
H 2.6010 0.0159 0.0404
H 0.7793 -1.9578 0.0962
H -1.8992 -1.8159 -0.0813
H -0.6886 1.4325 0.8881
H -0.2480 1.9510 -0.6179



# 8
The following is a DFT calculation (wB97M-V/def2-TZVPD) of a cluster of 3 separate species, C26H46BrClN2O7S in total at a distorted geometry.

## Properties
⟨S²⟩ ... 2.008
Maximum force ... 0.07250 hartree/bohr
HOMO energy (spin up / spin down) ... -8.59 / -9.38 eV
Multiplicity ... 3

CARTESIAN COORDINATES (ANGSTROEM)
O -4.0098 1.1619 1.0967
C -5.1503 1.1942 0.9949
Cl -6.0096 -0.3848 0.7490
C -6.0281 2.4237 1.0765
C -6.5193 2.9465 -0.2953
C -6.9811 4.4409 -0.0517
S -5.5548 5.5516 0.0425
O -5.0616 5.6361 1.3807
O -5.9792 6.8364 -0.3898
O -4.3749 5.1034 -0.9555
C -4.1352 3.6771 -0.9290
C -5.4460 3.0081 -1.3977
C -5.2120 1.6571 -2.1451
C -6.2684 1.6216 -3.2594
O -7.3390 1.2700 -3.0364
Br -5.8236 2.1498 -5.0847
H -6.9032 2.1655 1.6829
H -5.4496 3.2021 1.5854
H -7.3952 2.4239 -0.6916
H -7.6829 4.7797 -0.8120
H -7.4180 4.4403 0.9502
H -3.8206 3.3629 0.0723
H -3.3156 3.4209 -1.6017
H -5.8364 3.6990 -2.1618
H -4.2263 1.6756 -2.6161
H -5.4096 0.7720 -1.5410
C 0.5358 -1.2319 0.9682
C -0.9389 -1.3509 0.5218
C -1.8053 -1.6966 1.7362
C -1.6233 -3.1390 2.2057
C -1.8314 -4.1204 1.0541
C -0.9978 -3.7949 -0.1910
N -1.0803 -2.3556 -0.5727
O -2.2202 -2.1584 -1.1607
C 0.4744 -4.1931 0.0406
C -1.4539 -4.7082 -1.3331
C -1.2954 0.0527 0.0315
H 0.7272 -0.2620 1.4283
H 0.8258 -1.9655 1.7174
H 1.2135 -1.3171 0.1173
H -2.8619 -1.5369 1.4959
H -1.5749 -1.0153 2.5590
H -0.6342 -3.2797 2.6507
H -2.3420 -3.3542 3.0002
H -1.6014 -5.1331 1.3944
H -2.8950 -4.1219 0.7928
H 1.1028 -3.8603 -0.7874
H 0.5696 -5.2778 0.1063
H 0.8952 -3.8048 0.9648
H -2.5235 -4.6305 -1.5255
H -1.2538 -5.7504 -1.0829
H -0.9214 -4.4781 -2.2580
H -0.6713 0.3373 -0.8202
H -1.1336 0.7852 0.8224
H -2.3372 0.1414 -0.2637
C 4.9610 1.1796 -1.2470
C 4.9315 0.6725 0.2133
C 5.8987 1.5095 1.0552
C 7.3657 1.1952 0.7668
C 7.6406 -0.3018 0.8960
C 6.6782 -1.1772 0.0846
N 5.2517 -0.7841 0.2738
O 4.8566 -1.2390 1.4224
C 7.0456 -1.1172 -1.4122
C 6.9146 -2.6417 0.4661
C 3.4966 0.9400 0.6713
H 4.3446 2.0725 -1.3571
H 5.9531 1.4682 -1.5880
H 4.5609 0.4309 -1.9332
H 5.7075 1.3385 2.1198
H 5.7143 2.5723 0.8802
H 7.6494 1.5492 -0.2283
H 7.9979 1.7422 1.4702
H 8.6694 -0.5092 0.5919
H 7.5768 -0.5719 1.9553
H 6.3010 -1.6377 -2.0170
H 8.0060 -1.6036 -1.5883
H 7.1529 -0.1065 -1.7987
H 6.8176 -2.8129 1.5376
H 7.9251 -2.9433 0.1892
H 6.2152 -3.3014 -0.0514
H 2.7855 0.3752 0.0665
H 3.2549 1.9984 0.5678
H 3.3304 0.6874 1.7182



# 9
The following is a DFT calculation (wB97M-V/def2-TZVPD) of a structure of composition C25H20AgCl5N4O7Si.

## Properties
Relative energy (zero: lowest compared OMol25 entry of this formula, charge and spin) ... 0.2503 eV
Charge ... -2
Maximum force ... 0.01136 hartree/bohr
HOMO energy ... -2.33 eV

CARTESIAN COORDINATES (ANGSTROEM)
Ag -0.3426 0.0611 -0.7061
N -3.1078 1.5638 -0.7426
C -4.1887 0.9206 -0.1994
C -5.4914 1.3716 -0.3220
C -6.5761 0.6719 0.2444
C -6.3823 -0.4834 0.9480
C -5.0626 -0.9918 1.0776
C -4.7770 -2.1872 1.7797
C -3.4945 -2.6402 1.8517
C -2.4787 -1.9018 1.1993
N -2.6987 -0.7955 0.5510
C -3.9689 -0.3187 0.4928
H -3.3116 2.4772 -1.1176
H -2.2097 1.5309 -0.2111
H -5.6687 2.2957 -0.8622
H -7.5774 1.0744 0.1320
H -7.2087 -1.0150 1.4072
H -5.5923 -2.7283 2.2490
H -3.2422 -3.5502 2.3819
H -1.4497 -2.2559 1.1994
C -0.2266 4.3940 -0.4454
Si -0.3692 3.2980 1.0756
C -1.7249 4.0610 2.1611
C 1.2441 3.5128 2.0187
O -0.7074 1.7767 0.7316
H 0.0045 5.4366 -0.1893
H -1.1533 4.3859 -1.0332
H 0.5805 4.0013 -1.0754
H -1.5363 5.1189 2.3875
H -1.7963 3.5159 3.1102
H -2.7005 3.9865 1.6645
H 1.4214 4.5582 2.3003
H 2.0731 3.1875 1.3796
H 1.2500 2.9034 2.9292
O 2.8456 2.6397 -1.1750
C 2.6280 1.4266 -1.3393
O 1.6687 0.8059 -1.8439
C 3.7291 0.4849 -0.8324
C 4.4658 0.7958 0.3010
C 5.4239 -0.0961 0.7479
C 5.7163 -1.2727 0.0911
C 4.9804 -1.5408 -1.0420
C 3.9825 -0.7031 -1.5017
N 5.2844 -2.7894 -1.7883
O 4.6667 -2.9998 -2.8089
O 6.1470 -3.5232 -1.3384
N 6.2028 0.2248 1.9714
O 5.9239 1.2418 2.5699
O 7.0842 -0.5490 2.3041
H 4.2823 1.7266 0.8190
H 6.4788 -1.9461 0.4453
H 3.3743 -0.9758 -2.3531
Cl -2.0403 -1.7979 -3.2653
C -0.7308 -2.6764 -2.4699
C -0.0798 -2.0590 -1.4186
C 0.9187 -2.8239 -0.8299
Cl 1.7814 -2.1809 0.5704
C 1.2824 -4.0993 -1.2603
Cl 2.5694 -4.9914 -0.4982
C 0.5988 -4.6706 -2.3305
Cl 1.0161 -6.2609 -2.8921
C -0.4284 -3.9538 -2.9374
Cl -1.3015 -4.6719 -4.2630



# 10
The following is a DFT calculation (wB97M-V/def2-TZVPD) of a cluster of 2 separate species, C3HCl2NO in total at a distorted geometry.

## Properties
⟨S²⟩ ... 2.014
Relative energy (zero: lowest compared OMol25 entry of this formula, charge and spin) ... 1.7832 eV
Maximum force ... 0.03881 hartree/bohr
HOMO energy (spin up / spin down) ... -8.41 / -11.70 eV
Multiplicity ... 3

CARTESIAN COORDINATES (ANGSTROEM)
C 2.0061 -0.1046 -2.0435
C 1.4288 0.2881 0.6292
C 0.0098 0.4597 0.7988
N 2.0227 -0.1916 -3.1832
O 2.4388 0.2936 1.2111
Cl -0.5098 0.0505 2.5093
Cl -0.2230 2.1970 0.4731
H -0.6103 -0.1235 0.1207



# 11
The following is a DFT calculation (wB97M-V/def2-TZVPD) of the molecule C2H5O3P at a distorted geometry.

## Properties
Relative energy (zero: lowest compared OMol25 entry of this formula, charge and spin) ... 4.6381 eV
Maximum force ... 0.08588 hartree/bohr
HOMO energy ... -8.79 eV

CARTESIAN COORDINATES (ANGSTROEM)
C 2.7647 -0.4223 -0.2297
C -0.9833 0.2732 0.7367
O -0.0143 -1.2582 -1.7978
O 1.5145 -0.4376 0.1992
O -0.6883 -1.1257 0.8697
P 0.5436 -1.8108 0.1573
H -0.3876 -1.9374 -2.3909
H 3.2350 0.6421 0.0330
H -1.9820 0.4969 1.2667
H -1.1150 0.5326 -0.3148
H -0.2182 0.7625 1.2392



# 12
The following is a DFT calculation (wB97M-V/def2-TZVPD) of a structure of composition C24H18BrCl2FN4O6S2Ti at a distorted geometry.

## Properties
Relative energy (zero: lowest compared OMol25 entry of this formula, charge and spin) ... 0.7262 eV
Maximum force ... 0.02286 hartree/bohr
HOMO energy ... -7.39 eV

CARTESIAN COORDINATES (ANGSTROEM)
Ti -0.0530 0.5402 0.8813
C -0.4580 5.3343 1.1074
C -0.7603 3.8756 0.9106
S 0.4301 2.7282 1.4535
C -1.9052 3.4159 0.3791
C -3.0065 4.3329 -0.0727
S -2.1354 1.7067 0.1755
H 0.4303 5.4779 1.7202
H -1.2856 5.8499 1.6002
H -0.2831 5.8397 0.1538
H -3.2960 5.0268 0.7201
H -3.8964 3.7837 -0.3739
H -2.6819 4.9371 -0.9241
O 3.8650 -3.4363 -3.2858
C 3.2456 -2.8828 -2.2184
C 2.2854 -3.5560 -1.4687
C 1.6694 -2.8700 -0.4473
N 1.9488 -1.6014 -0.1234
C 2.8945 -1.0158 -0.8235
Br 3.2711 0.7819 -0.3684
C 3.5863 -1.5831 -1.8809
H 3.4445 -4.2766 -3.4946
H 1.9916 -4.5704 -1.7033
H 0.8901 -3.3484 0.1357
H 4.3311 -1.0394 -2.4414
Cl 3.5300 -0.8133 3.9682
C 1.8360 -0.9466 4.2576
C 1.3807 -1.5738 5.4451
C 0.0497 -1.7049 5.6982
Cl -0.4806 -2.4817 7.1592
C -0.9227 -1.2239 4.7763
C -2.3233 -1.3174 4.9156
C -3.1258 -0.8279 3.9241
C -2.5494 -0.2411 2.7813
N -1.2497 -0.1252 2.6284
C -0.4433 -0.6103 3.6174
C 0.9363 -0.4534 3.3527
O 1.2378 0.1195 2.1968
H 2.1103 -1.9496 6.1482
H -2.7444 -1.7725 5.8019
H -4.2023 -0.8781 4.0001
H -3.1575 0.1615 1.9822
F -0.3249 2.4546 -5.2501
C -0.1484 1.1754 -4.9221
C -0.8053 0.6079 -3.9138
N -0.6369 -0.7325 -3.5962
C -1.2834 -1.2622 -2.4132
C -0.7218 -0.6823 -1.1433
O -1.1495 -1.0607 -0.0119
O 0.1344 0.2402 -1.1755
C 0.2837 -1.5242 -4.2508
O 0.4664 -2.6968 -3.9875
N 0.9301 -0.9012 -5.2986
C 0.8277 0.4256 -5.7117
O 1.4393 0.8480 -6.6621
H -1.4908 1.1630 -3.2867
H -1.1555 -2.3429 -2.4015
H -2.3534 -1.0459 -2.4330
H 1.5838 -1.4779 -5.8063